A.
{"formula": "C29H29Cl5GeN6O5SeSiTi", "method": "the ωB97M-V functional and the def2-TZVPD basis", "elements": ["Ti", "C", "O", "C", "O", "N", "N", "H", "H", "H", "H", "H", "H", "Se", "N", "C", "C", "C", "C", "C", "N", "C", "C", "N", "C", "C", "C", "C", "C", "N", "H", "H", "H", "H", "H", "H", "C", "Si", "C", "C", "O", "H", "H", "H", "H", "H", "H", "H", "H", "H", "Cl", "C", "Cl", "C", "O", "O", "H", "C", "C", "C", "C", "C", "C", "C", "C", "C", "C", "H", "H", "H", "H", "H", "H", "H", "Cl", "Ge", "Cl", "Cl"], "positions_angstrom": [[-0.264, 0.670, 0.072], [-2.167, 4.571, -2.993], [-2.098, 3.456, -2.102], [-1.366, 2.396, -2.398], [-1.369, 1.442, -1.636], [-0.683, 2.415, -3.578], [0.101, 1.267, -3.832], [-2.896, 5.242, -2.553], [-2.481, 4.245, -3.985], [-1.207, 5.088, -3.030], [-0.239, 3.307, -3.763], [0.876, 1.257, -3.170], [0.454, 1.358, -4.774], [5.328, -4.410, -2.377], [5.208, -3.264, -1.016], [4.027, -2.715, -1.077], [3.539, -1.730, -0.119], [4.285, -1.292, 0.973], [3.729, -0.369, 1.827], [2.434, 0.082, 1.580], [1.706, -0.352, 0.563], [2.259, -1.215, -0.298], [1.426, -1.614, -1.426], [0.233, -1.003, -1.529], [-0.594, -1.376, -2.488], [-0.274, -2.373, -3.413], [0.961, -2.976, -3.340], [1.840, -2.591, -2.326], [3.175, -3.157, -2.167], [3.682, -4.052, -2.967], [5.285, -1.680, 1.119], [4.274, 0.023, 2.673], [1.976, 0.829, 2.212], [-1.544, -0.863, -2.518], [-0.992, -2.645, -4.173], [1.265, -3.743, -4.040], [-2.323, 1.050, 4.033], [-0.551, 0.797, 3.519], [0.548, 2.056, 4.344], [-0.006, -0.905, 4.108], [-0.481, 0.807, 1.878], [-2.441, 0.953, 5.115], [-2.953, 0.303, 3.543], [-2.668, 2.043, 3.739], [0.487, 1.892, 5.425], [0.221, 3.072, 4.126], [1.596, 1.976, 4.046], [-0.046, -0.965, 5.200], [1.016, -1.140, 3.800], [-0.662, -1.677, 3.699], [3.235, 2.981, -3.582], [2.741, 3.486, -1.922], [1.434, 4.665, -2.006], [2.415, 2.193, -1.124], [3.386, 1.673, -0.592], [1.212, 1.796, -1.190], [3.602, 3.975, -1.485], [-1.976, -4.744, 1.452], [-0.790, -3.979, 1.405], [-0.835, -2.672, 1.008], [-2.048, -2.037, 0.626], [-2.064, -0.671, 0.182], [-3.304, -0.149, -0.115], [-4.501, -0.900, -0.014], [-4.473, -2.207, 0.371], [-3.236, -2.812, 0.703], [-3.167, -4.168, 1.115], [-1.942, -5.780, 1.769], [0.152, -4.426, 1.701], [0.064, -2.075, 1.008], [-3.388, 0.881, -0.444], [-5.448, -0.429, -0.256], [-5.382, -2.794, 0.438], [-4.086, -4.743, 1.164], [1.050, 3.799, 1.388], [-1.222, 3.925, 0.972], [-1.229, 5.984, -0.097], [-1.823, 4.737, 3.020]], "homo_lumo_gap_ev": [5.8, 6.1], "spin_multiplicity": 2, "total_charge": -1, "s_squared": 0.754}

=====

B.
{"formula": "C29H29Cl5GeN6O5SeSiTi", "method": "the ωB97M-V functional and the def2-TZVPD basis", "elements": ["Ti", "C", "O", "C", "O", "N", "N", "H", "H", "H", "H", "H", "H", "Se", "N", "C", "C", "C", "C", "C", "N", "C", "C", "N", "C", "C", "C", "C", "C", "N", "H", "H", "H", "H", "H", "H", "C", "Si", "C", "C", "O", "H", "H", "H", "H", "H", "H", "H", "H", "H", "Cl", "C", "Cl", "C", "O", "O", "H", "C", "C", "C", "C", "C", "C", "C", "C", "C", "C", "H", "H", "H", "H", "H", "H", "H", "Cl", "Ge", "Cl", "Cl"], "positions_angstrom": [[-0.181, 0.099, -0.499], [-4.067, -2.524, 2.832], [-2.797, -2.079, 2.358], [-2.727, -1.107, 1.435], [-1.622, -0.710, 1.122], [-3.907, -0.671, 0.946], [-3.874, 0.266, -0.094], [-3.860, -3.165, 3.681], [-4.587, -3.106, 2.070], [-4.684, -1.686, 3.150], [-4.640, -1.355, 0.910], [-4.795, 0.652, -0.211], [-3.564, -0.161, -0.963], [0.659, 2.333, 6.597], [1.734, 1.488, 5.455], [1.151, 1.548, 4.306], [1.719, 0.979, 3.079], [2.967, 0.428, 3.005], [3.441, -0.045, 1.762], [2.619, -0.020, 0.679], [1.367, 0.480, 0.729], [0.941, 1.054, 1.903], [-0.291, 1.748, 1.842], [-0.892, 1.806, 0.602], [-1.975, 2.589, 0.493], [-2.532, 3.273, 1.552], [-1.972, 3.142, 2.822], [-0.835, 2.385, 2.978], [-0.132, 2.245, 4.254], [-0.568, 2.737, 5.369], [3.577, 0.382, 3.901], [4.435, -0.461, 1.660], [2.927, -0.414, -0.279], [-2.409, 2.691, -0.490], [-3.403, 3.889, 1.377], [-2.393, 3.646, 3.685], [1.243, -4.031, -1.875], [0.889, -3.165, -0.270], [-0.427, -4.091, 0.660], [2.440, -3.305, 0.765], [0.441, -1.613, -0.540], [1.335, -5.116, -1.721], [2.181, -3.665, -2.313], [0.440, -3.841, -2.595], [-0.070, -5.091, 0.945], [-1.327, -4.211, 0.051], [-0.708, -3.546, 1.570], [2.625, -4.367, 0.987], [2.348, -2.768, 1.717], [3.319, -2.913, 0.237], [-3.926, -3.134, -1.016], [-3.420, -2.314, -2.527], [-4.628, -1.122, -3.024], [-1.998, -1.697, -2.444], [-1.216, -2.222, -3.217], [-1.828, -0.684, -1.649], [-3.389, -3.079, -3.280], [3.935, 4.031, -1.794], [2.830, 3.971, -0.914], [1.942, 2.938, -0.991], [2.091, 1.892, -1.941], [1.173, 0.785, -2.028], [1.427, -0.182, -2.978], [2.558, -0.132, -3.830], [3.422, 0.919, -3.761], [3.209, 1.958, -2.819], [4.115, 3.048, -2.722], [4.633, 4.861, -1.732], [2.677, 4.762, -0.185], [1.089, 2.918, -0.333], [0.759, -1.018, -3.082], [2.722, -0.937, -4.545], [4.287, 0.978, -4.419], [4.962, 3.080, -3.403], [-0.893, 4.172, -2.731], [-1.351, 1.936, -2.681], [-1.071, 1.458, -4.839], [-3.675, 2.186, -2.751]], "homo_lumo_gap_ev": [4.9, 6.0], "spin_multiplicity": 2, "total_charge": -1, "s_squared": 0.766}

=====

What should be chosen as the most stable of them? Choose A.

=====

A.
{"formula": "C4H6OS2", "method": "the ωB97M-V functional and the def2-TZVPD basis", "elements": ["O", "C", "C", "S", "C", "C", "S", "H", "H", "H", "H", "H", "H"], "positions_angstrom": [[-2.630, -0.027, -0.145], [-1.384, -0.572, 0.329], [-0.335, -0.274, -0.755], [0.319, 1.452, -0.740], [1.722, 1.002, 0.278], [2.070, -0.229, 0.254], [1.068, -1.386, -0.681], [-2.634, 0.961, -0.133], [-1.039, -0.025, 1.195], [-1.576, -1.651, 0.621], [-0.871, -0.472, -1.713], [2.324, 1.787, 0.732], [2.966, -0.566, 0.758]], "homo_lumo_gap_ev": 9.0, "smiles": "OCC1SC=CS1", "total_charge": 0}

=====

B.
{"formula": "C4H6OS2", "method": "the ωB97M-V functional and the def2-TZVPD basis", "elements": ["C", "C", "C", "C", "H", "H", "H", "H", "H", "H", "O", "S", "S"], "positions_angstrom": [[-0.724, -0.631, 0.979], [-0.891, 0.780, 0.371], [1.446, 1.256, -0.566], [0.341, 0.293, 1.213], [0.260, -1.425, -1.256], [-1.184, -0.552, 1.954], [-1.604, 1.284, 0.935], [2.151, 1.262, -1.395], [1.188, 2.376, 0.055], [0.504, 0.607, 2.257], [1.541, 0.342, 0.458], [-0.573, -2.230, 0.192], [-0.344, 1.201, -1.330]], "homo_lumo_gap_ev": 8.7, "total_charge": 0}

=====

What should be chosen as the most stable of them? Choose A.

=====

A.
{"formula": "C7H15N2", "method": "the ωB97M-V functional and the def2-TZVPD basis", "elements": ["C", "C", "N", "C", "C", "C", "C", "C", "N", "H", "H", "H", "H", "H", "H", "H", "H", "H", "H", "H", "H", "H", "H", "H"], "positions_angstrom": [[-2.617, -1.066, -1.245], [-2.403, -0.017, -0.248], [-1.271, 0.621, -0.064], [-1.317, 1.630, 1.010], [0.304, 0.581, -0.441], [1.133, -0.259, 0.069], [0.607, -1.132, 1.136], [2.621, -0.270, -0.249], [3.008, 0.726, -1.143], [-3.505, -0.836, -1.763], [-2.783, -2.120, -0.829], [-1.839, -1.093, -1.960], [-3.222, 0.226, 0.425], [-0.265, 1.961, 1.120], [-1.820, 2.587, 0.826], [-1.630, 1.140, 1.991], [0.624, 1.287, -1.158], [-0.394, -1.493, 0.795], [0.443, -0.502, 1.946], [1.202, -1.943, 1.386], [2.948, 0.029, 0.825], [2.984, -1.286, -0.474], [3.353, 0.404, -1.978], [3.708, 1.477, -0.786]], "homo_lumo_gap_ev": 8.6, "smiles": "C/C=[N+](C)\\C=C(/C)CN", "total_charge": 1}

=====

B.
{"formula": "C7H15N2", "method": "the ωB97M-V functional and the def2-TZVPD basis", "elements": ["C", "C", "C", "C", "C", "C", "C", "N", "N", "H", "H", "H", "H", "H", "H", "H", "H", "H", "H", "H", "H", "H", "H", "H"], "positions_angstrom": [[0.405, -0.958, -0.529], [0.482, -1.876, -1.376], [-1.714, 0.370, 0.849], [0.928, 0.096, 0.388], [1.413, -0.542, 1.615], [2.025, 0.949, -0.331], [-2.272, 0.169, -1.552], [-1.943, -0.418, -0.266], [-0.170, 1.058, 0.802], [-0.515, -2.264, -1.693], [1.373, -2.485, -1.823], [-2.463, 1.166, 0.959], [-1.739, -0.241, 1.782], [0.695, -0.970, 2.234], [1.879, 0.004, 2.408], [2.132, -1.431, 1.339], [1.656, 1.410, -1.304], [2.727, 0.204, -0.637], [2.415, 1.651, 0.362], [-1.496, 0.967, -1.658], [-2.283, -0.655, -2.296], [-3.308, 0.471, -1.470], [-0.262, 1.942, 0.370], [0.036, 1.384, 1.828]], "homo_lumo_gap_ev": [8.7, 7.9], "total_charge": 1}

=====

What should be chosen as the most stable of them? Choose A.

=====

A.
{"formula": "C6H12N2", "method": "the ωB97M-V functional and the def2-TZVPD basis", "elements": ["C", "C", "C", "C", "C", "C", "N", "N", "H", "H", "H", "H", "H", "H", "H", "H", "H", "H", "H", "H"], "positions_angstrom": [[-0.955, -1.580, -0.860], [-1.280, -0.305, -0.143], [-2.202, -0.257, 1.039], [-0.387, 0.626, -0.397], [-0.447, 2.075, -0.122], [1.089, 0.375, -0.759], [1.844, -0.569, -0.236], [2.338, -0.374, 0.997], [-1.054, -1.569, -1.919], [0.075, -1.857, -0.618], [-1.612, -2.314, -0.492], [-3.038, -0.933, 0.938], [-2.703, 0.656, 1.215], [-1.672, -0.485, 2.011], [-1.115, 2.478, 0.608], [-0.639, 2.606, -1.084], [0.554, 2.426, 0.072], [1.615, 1.175, -1.383], [2.053, -0.970, 1.735], [3.351, -0.210, 1.042]], "homo_lumo_gap_ev": 7.4, "smiles": "CC(C)=C(C)/C=N\\N", "total_charge": 0}

=====

B.
{"formula": "C6H12N2", "method": "the ωB97M-V functional and the def2-TZVPD basis", "elements": ["C", "C", "N", "C", "C", "C", "N", "C", "H", "H", "H", "H", "H", "H", "H", "H", "H", "H", "H", "H"], "positions_angstrom": [[2.047, 0.463, 0.169], [0.785, 0.531, 1.018], [-0.003, 1.824, 0.779], [-1.328, 1.452, 0.206], [-0.956, 0.124, -0.445], [-0.317, -0.505, 0.755], [-1.087, -1.296, -0.174], [-0.760, -2.340, -1.115], [2.690, -0.373, 0.448], [1.788, 0.428, -0.938], [2.678, 1.329, 0.360], [1.070, 0.491, 2.066], [0.501, 2.431, 0.129], [-2.096, 1.278, 0.966], [-1.706, 2.168, -0.474], [-0.322, 0.332, -1.274], [-0.929, -0.360, 1.675], [-0.533, -3.273, -0.566], [-1.585, -2.576, -1.781], [0.062, -2.128, -1.805]], "homo_lumo_gap_ev": 9.5, "smiles": "C[C@H]1NC[C@H]2[C@H]1N2C", "total_charge": 0}

=====

What should be chosen as the most stable of them? Choose B.

=====

A.
{"formula": "C6H12N2", "method": "the ωB97M-V functional and the def2-TZVPD basis", "elements": ["C", "C", "C", "C", "C", "N", "C", "N", "H", "H", "H", "H", "H", "H", "H", "H", "H", "H", "H", "H"], "positions_angstrom": [[0.238, 0.901, 0.119], [-1.864, -1.123, 0.649], [-1.812, -0.132, 1.536], [2.682, 1.149, -1.304], [-2.696, -1.116, -0.595], [1.886, 1.338, -0.102], [1.139, -0.012, 0.562], [1.440, -1.163, 0.943], [2.039, 2.212, 0.386], [-0.368, 0.772, -0.768], [-1.295, -2.026, 0.837], [2.284, -1.214, 1.509], [-1.215, -0.216, 2.434], [-2.413, 0.762, 1.431], [3.743, 1.062, -1.057], [2.389, 0.221, -1.798], [2.554, 1.966, -2.019], [-2.073, -1.274, -1.478], [-3.232, -0.176, -0.711], [-3.425, -1.930, -0.575]], "homo_lumo_gap_ev": 9.0, "total_charge": 0}

=====

B.
{"formula": "C6H12N2", "method": "the ωB97M-V functional and the def2-TZVPD basis", "elements": ["C", "C", "C", "C", "C", "C", "N", "N", "H", "H", "H", "H", "H", "H", "H", "H", "H", "H", "H", "H"], "positions_angstrom": [[0.572, -0.646, 0.228], [0.029, 1.730, -0.295], [0.757, -1.111, -1.213], [1.889, -0.367, 0.942], [-0.426, 0.598, 0.309], [-2.228, 0.016, 0.086], [-1.306, 0.636, 1.387], [-2.767, 0.474, -0.952], [0.040, -1.430, 0.780], [-1.147, -0.106, 2.063], [-2.192, 1.148, -1.455], [0.428, 1.823, -1.292], [-0.016, 2.669, 0.233], [-2.730, -0.832, 0.556], [-0.206, -1.231, -1.708], [1.711, 0.000, 1.951], [1.345, -0.390, -1.780], [1.287, -2.064, -1.223], [2.482, 0.367, 0.399], [2.479, -1.284, 0.986]], "homo_lumo_gap_ev": [8.2, 8.2], "total_charge": 0}

=====

C.
{"formula": "C6H12N2", "method": "the ωB97M-V functional and the def2-TZVPD basis", "elements": ["C", "C", "C", "C", "C", "C", "N", "N", "H", "H", "H", "H", "H", "H", "H", "H", "H", "H", "H", "H"], "positions_angstrom": [[-1.480, 0.928, -1.086], [-0.224, -1.826, 2.183], [-0.188, 0.792, -0.847], [1.403, -0.685, -1.959], [-0.780, 0.956, 1.838], [1.090, 0.807, -1.529], [0.304, -1.122, 1.226], [0.199, 0.198, 1.078], [-2.272, 0.794, -0.335], [-1.660, 0.778, -2.151], [-0.045, -2.802, 2.127], [-0.703, -1.450, 3.154], [2.433, -0.831, -2.217], [1.048, -1.306, -1.162], [0.986, -0.887, -2.993], [-0.634, 0.594, 2.865], [-0.656, 1.969, 1.614], [-1.743, 0.480, 1.483], [1.070, 1.478, -2.443], [1.851, 1.136, -0.845]], "homo_lumo_gap_ev": [8.7, 8.7], "total_charge": 0}

=====

What should be chosen as the most stable of them? Choose B.

=====

A.
{"formula": "C6H12N2", "method": "the ωB97M-V functional and the def2-TZVPD basis", "elements": ["C", "C", "C", "N", "C", "N", "H", "H", "H", "H", "H", "H", "C", "C", "H", "H", "H", "H", "H", "H"], "positions_angstrom": [[0.262, 1.898, -0.870], [-0.477, 0.598, -0.861], [-1.343, 0.114, 0.051], [-1.867, -1.067, -0.479], [-1.077, -1.326, -1.578], [-0.256, -0.340, -1.869], [0.258, 2.233, 0.175], [-0.248, 2.653, -1.479], [1.293, 1.967, -1.211], [-1.769, 0.415, 0.993], [-2.231, -1.806, 0.117], [-1.257, -2.153, -2.232], [2.216, 0.660, 2.093], [1.654, -0.708, 2.363], [1.675, 1.441, 2.628], [3.265, 0.744, 2.419], [2.361, 1.027, 1.073], [0.748, -0.669, 2.964], [2.303, -1.555, 2.614], [1.331, -1.157, 1.409]], "homo_lumo_gap_ev": 9.6, "smiles": "Cc1c[nH]cn1.CC", "total_charge": 0}

=====

B.
{"formula": "C6H12N2", "method": "the ωB97M-V functional and the def2-TZVPD basis", "elements": ["C", "C", "N", "C", "H", "H", "H", "H", "H", "C", "C", "N", "C", "H", "H", "H", "H", "H", "H", "H"], "positions_angstrom": [[1.506, -0.778, -1.228], [1.692, -0.616, 0.077], [2.811, -1.098, 0.770], [2.883, -2.329, 1.024], [2.265, -1.206, -1.869], [0.574, -0.473, -1.683], [0.983, -0.045, 0.666], [3.720, -2.678, 1.623], [2.153, -3.055, 0.655], [-3.614, 0.110, -0.133], [-2.375, 0.517, -0.393], [-1.635, 1.403, 0.386], [-0.790, 2.362, -0.315], [-4.164, 0.544, 0.694], [-4.095, -0.631, -0.751], [-1.799, 0.060, -1.192], [-2.196, 1.814, 1.119], [-0.130, 2.822, 0.421], [-0.172, 1.785, -1.004], [-1.304, 3.159, -0.859]], "homo_lumo_gap_ev": 9.4, "smiles": "C=CN=C.C=CNC", "total_charge": 0}

=====

What should be chosen as the most stable of them? Choose A.